(1)
105
Properties=species:S:1:pos:R:3:mulliken_charge:R:1 method="wB97M-V/def2-TZVPD" charge=+1 homo_lumo_gap_ev=3.122 lumo_energy_ev=-5.63
Br -2.421 3.389 -0.163 -0.18
K 3.080 4.101 -3.691 0.99
Cl -6.668 -9.534 1.255 -0.14
Cl -1.666 -4.544 5.418 0.01
Cl -7.140 -6.817 0.325 -0.15
Cl -6.647 -8.948 -1.596 -0.15
S -0.485 -8.619 -0.233 0.97
S -0.117 -9.602 2.151 1.05
P -2.934 -0.807 -0.685 0.96
Al -3.607 4.980 -5.243 0.64
F -6.011 1.798 -1.121 -0.32
F -0.430 -9.057 3.623 -0.28
F -4.637 -5.244 6.420 -0.46
F 1.096 -8.782 -0.371 -0.29
O 1.326 -9.715 2.210 -0.62
O -3.055 -0.031 -2.278 -0.62
O -0.856 -10.844 2.165 -0.59
O -0.492 -5.087 3.834 -0.53
O -0.713 -7.422 -1.018 -0.60
O -0.982 -9.834 -0.838 -0.60
O -2.035 0.552 -0.018 -0.37
O -3.661 -6.658 1.608 -0.44
O -6.042 -0.332 -2.155 -0.53
O -4.806 -4.541 1.785 -0.44
O 1.723 1.246 0.773 -0.42
N 4.703 4.809 -2.019 -0.62
N -0.711 -8.412 1.308 -0.08
N 6.209 -0.756 -0.883 -0.49
N 5.766 10.569 1.617 0.03
C -1.249 1.465 -3.471 -1.16
C -2.764 -1.504 1.102 -0.98
C -5.606 0.390 -1.207 0.30
C 5.282 11.174 0.486 -0.39
C 3.532 1.772 -0.880 -0.17
C 5.062 6.979 -0.298 0.20
C 2.856 2.120 0.577 -0.26
C -3.672 -5.656 3.884 -0.67
C 5.770 12.458 0.450 -0.43
C 5.890 5.435 -1.909 -0.59
C -4.656 -0.183 -0.046 -0.49
C -1.730 1.636 -0.906 -0.38
C 3.696 5.282 -1.256 0.57
C 6.584 12.632 1.597 -0.41
C -1.443 -1.728 -1.449 -0.33
C -0.125 1.743 -0.803 -0.03
C -6.271 -8.330 0.020 0.47
C -4.164 3.540 -3.182 -0.94
C -2.725 -3.118 1.185 0.26
C 3.825 6.355 -0.391 -1.00
C -0.707 -4.130 -2.157 -0.87
C -2.434 1.280 -2.348 1.90
C -1.794 -3.161 -2.094 -0.31
C -3.424 2.515 -2.781 -0.25
C 6.117 6.513 -1.070 -0.54
C -4.063 -5.676 2.299 0.61
C 0.443 1.938 0.693 -0.46
C -4.081 -3.862 0.718 -0.25
C 6.566 11.450 2.296 -0.46
H -4.037 -6.612 4.401 0.38
H -0.402 0.702 -3.356 0.26
H -0.229 1.465 1.517 0.20
H 2.612 3.240 0.552 0.18
H 3.647 1.837 1.378 0.35
H -4.844 -3.157 0.193 0.14
H 2.962 2.429 -1.643 -0.48
H -4.074 -4.718 4.423 0.35
H -5.259 -1.011 0.491 0.53
H -1.739 1.428 -4.526 0.31
H 0.153 -5.262 3.127 0.30
H -3.529 -1.052 1.844 0.36
H 7.125 13.524 1.879 0.39
H 2.748 4.758 -1.361 0.39
H 0.327 0.790 -1.259 0.24
H 4.658 2.010 -0.829 0.22
H -1.724 -1.131 1.479 0.13
H 2.981 6.695 0.197 0.42
H 3.324 0.647 -1.079 0.32
H -0.841 2.553 -3.357 0.22
H 5.392 -1.370 -0.798 0.39
H -2.552 -3.380 2.311 0.19
H 5.202 7.822 0.370 0.31
H -4.406 0.694 0.683 0.17
H 5.566 13.190 -0.318 0.38
H -2.506 -5.634 4.012 0.08
H 6.128 0.015 -0.213 0.35
H -5.201 -8.126 0.070 -0.04
H 5.567 9.624 1.903 0.18
H 6.256 -0.379 -1.834 0.38
H -4.512 4.618 -3.442 0.20
H -3.707 -1.919 -1.225 0.44
H -0.991 -1.091 -2.319 -0.11
H 7.094 6.977 -1.020 0.43
H -3.829 -4.668 -0.087 0.19
H 7.061 -1.293 -0.686 0.39
H 0.331 -3.799 -2.549 0.18
H -0.807 -5.226 -1.822 0.38
H -0.584 -1.787 -0.660 0.29
H -0.303 -4.178 4.118 0.37
H -2.823 -3.496 -2.465 0.43
H 0.480 3.062 0.923 0.31
H 6.682 5.037 -2.534 0.42
H 0.192 2.696 -1.401 -0.03
H -1.769 -3.513 0.648 0.12
H 4.631 10.641 -0.192 0.35
H 7.050 11.161 3.217 0.37

(2)
27
Properties=species:S:1:pos:R:3:nbo_charge:R:1 method="wB97M-V/def2-TZVPD" homo_lumo_gap_ev=9.165 lumo_energy_ev=0.24
S -4.950 -0.701 -0.249 1.55
O -1.610 0.661 0.319 -0.57
O -5.181 0.533 0.451 -0.92
O 1.221 -2.596 -0.172 -0.47
O -2.766 -0.459 -1.217 -0.68
O 0.834 -0.724 1.095 -0.66
N -4.937 -1.982 0.564 -1.03
C -2.359 1.876 0.056 -0.09
C -1.769 -0.435 -0.481 0.78
C -0.746 -1.488 -0.413 -0.55
C 2.698 -2.363 -0.002 -0.09
C 0.456 -1.588 0.198 0.69
C 3.148 -1.131 -0.882 -0.66
C -1.522 2.576 -1.002 -0.62
H 0.075 -0.171 1.338 0.53
H -3.409 1.508 -0.166 0.24
H -5.343 -2.093 1.413 0.37
H -1.131 -2.281 -1.165 0.25
H -1.634 3.775 -0.826 0.20
H 3.078 -2.316 1.078 0.20
H 3.112 -3.319 -0.444 0.21
H -2.303 2.373 1.048 0.19
H 3.610 -0.382 -0.251 0.22
H -1.750 2.342 -1.967 0.22
H -0.516 2.450 -0.826 0.21
H 4.012 -1.430 -1.568 0.23
H 2.181 -0.661 -1.348 0.24

(3)
18
Properties=species:S:1:pos:R:3:nbo_charge:R:1 method="wB97M-V/def2-TZVPD" homo_lumo_gap_ev=8.681 lumo_energy_ev=-0.35
N 3.508 -1.109 0.423 -0.23
N 0.448 -0.796 -1.211 -0.59
N 0.300 -0.230 1.426 -0.57
N 1.554 2.406 -0.099 -0.27
C 1.285 -0.154 -0.355 0.08
C -0.906 -0.180 -1.382 -0.23
C -0.985 0.370 1.177 -0.24
C -1.715 -0.225 -0.065 -0.43
C 1.500 1.294 -0.372 0.23
C 2.520 -0.710 0.048 0.24
H -1.471 -0.911 -1.940 0.23
H 0.439 -1.858 -1.105 0.41
H -0.849 1.490 0.994 0.16
H -0.536 0.907 -1.670 0.23
H -2.594 0.279 0.006 0.22
H 0.900 0.440 1.848 0.34
H -1.581 0.199 1.991 0.20
H -1.815 -1.212 0.287 0.20

(4)
10
Properties=species:S:1:pos:R:3:nbo_charge:R:1 method="wB97M-V/def2-TZVPD" homo_lumo_gap_ev="7.953 / 7.954" lumo_energy_ev="0.27 / 0.27"
P 1.686 0.759 -0.124 0.75
N 2.075 -0.814 0.181 -0.62
N 1.049 -1.487 -0.026 -0.02
C -0.190 0.858 0.038 -0.94
C -0.034 -1.543 -0.472 -0.03
H -0.486 -0.052 0.555 0.23
H -0.896 -2.085 -0.338 0.22
H -0.446 1.904 0.518 0.25
H -0.624 0.887 -0.905 0.23
H 2.169 1.500 0.941 -0.06

(5)
8
Properties=species:S:1:pos:R:3:nbo_charge:R:1 method="wB97M-V/def2-TZVPD" homo_lumo_gap_ev=9.160 lumo_energy_ev=-0.11
I 3.341 0.575 0.193 0.10
Cl 1.766 -2.364 0.045 0.01
F -0.229 0.412 -0.220 -0.32
F 2.692 -1.226 -2.005 -0.34
C 2.181 -0.949 -0.856 0.11
C 0.305 -0.059 -1.321 0.13
H -0.224 -0.875 -1.764 0.15
H 0.577 0.608 -2.031 0.15

(6)
27
Properties=species:S:1:pos:R:3:nbo_charge:R:1 method="wB97M-V/def2-TZVPD" homo_lumo_gap_ev=9.432 lumo_energy_ev=0.68 smiles="Fc1ccccc1.CC(C)=O.ClCCl"
Cl -0.791 -0.260 3.424 -0.01
Cl 1.411 0.555 1.797 0.00
F 1.418 2.000 -2.337 -0.34
O -1.015 -1.656 -0.822 -0.59
C 0.703 -2.940 0.324 -0.75
C -0.089 -0.364 1.839 -0.45
C -1.701 1.419 0.265 -0.30
C 0.366 1.797 -1.461 0.37
C -0.547 2.179 0.644 -0.17
C 0.148 -1.752 -0.452 0.63
C -1.779 0.883 -1.000 -0.15
C -0.737 1.020 -1.870 -0.29
C 1.134 -0.653 -0.692 -0.82
C 0.531 2.324 -0.174 -0.28
H 0.195 -1.415 1.801 0.23
H -0.530 2.620 1.630 0.23
H -0.644 0.459 -2.788 0.24
H 1.079 -3.668 -0.395 0.25
H 1.442 2.871 0.018 0.24
H 1.758 -0.844 -1.565 0.25
H 1.425 -2.580 1.057 0.22
H 0.613 0.285 -0.885 0.25
H -2.534 1.371 0.951 0.23
H -0.795 -0.063 1.065 0.27
H -0.203 -3.402 0.714 0.24
H -2.651 0.295 -1.246 0.23
H 1.795 -0.483 0.157 0.24

(7)
50
Properties=species:S:1:pos:R:3:nbo_charge:R:1 method="wB97M-V/def2-TZVPD" charge=+2 homo_lumo_gap_ev=10.136 lumo_energy_ev=-5.17
S -3.164 0.923 0.614 1.26
Al 0.048 0.433 0.041 1.98
O -1.754 0.454 0.213 -1.08
O -0.105 -1.445 -0.033 -0.80
N 2.772 1.274 -0.114 -0.30
N 1.201 2.660 1.221 -0.29
N 2.022 0.140 -0.087 -0.48
N 1.074 2.643 -1.308 -0.30
N 0.135 1.663 -1.428 -0.51
N 0.352 1.631 1.510 -0.51
C 0.395 3.029 3.252 -0.32
C 0.123 2.889 -3.294 -0.32
C -0.851 -2.372 0.859 -0.05
C -0.445 1.816 -2.628 0.02
C 0.108 -3.211 1.660 -0.66
C 4.194 -0.417 -0.119 -0.31
C 4.070 0.961 -0.143 0.05
C -4.452 2.148 -1.432 -0.41
C 1.240 3.500 2.258 0.06
C 2.890 -0.884 -0.092 0.01
C 1.078 3.384 -2.418 0.06
C -4.189 0.744 -0.876 -0.58
C -4.393 3.107 -0.241 -0.42
C -0.140 1.859 2.736 0.01
C -3.131 2.730 0.527 -0.58
B 2.047 2.641 -0.089 0.52
H -2.224 2.965 -0.036 0.25
H 1.861 4.382 2.233 0.26
H 2.798 3.564 -0.133 0.01
H -0.459 -3.820 2.364 0.26
H -4.350 4.149 -0.551 0.26
H 1.753 4.219 -2.524 0.26
H -0.839 1.168 3.183 0.23
H -3.062 3.136 1.534 0.27
H -0.118 3.260 -4.276 0.27
H -5.276 2.993 0.391 0.23
H -3.648 0.075 -1.543 0.26
H 0.208 3.467 4.217 0.27
H 2.556 -1.910 -0.054 0.21
H 4.827 1.729 -0.162 0.25
H 0.507 -1.947 -0.586 0.54
H 0.675 -3.893 1.022 0.23
H -1.464 -1.727 1.482 0.20
H 0.801 -2.591 2.230 0.23
H -1.230 1.146 -2.945 0.23
H -3.692 2.416 -2.168 0.22
H -1.498 -2.965 0.218 0.21
H -5.100 0.244 -0.548 0.26
H -5.420 2.180 -1.928 0.26
H 5.101 -0.998 -0.121 0.27

(8)
120
Properties=species:S:1:pos:R:3:mulliken_charge:R:1 method="wB97M-V/def2-TZVPD" homo_lumo_gap_ev=9.493 lumo_energy_ev=0.48 smiles=Fc1ccccc1.Fc1ccccc1.Fc1ccccc1.Fc1ccccc1.Fc1ccccc1.Fc1ccccc1.Fc1ccccc1.Fc1ccccc1.Fc1ccccc1.Fc1ccccc1
F 0.035 1.000 4.246 -0.15
F -1.139 -2.568 0.728 -0.44
F 1.358 -7.797 3.438 -0.33
F 5.142 0.880 -1.642 -0.29
F 1.883 -7.684 -2.129 -0.37
F -4.495 6.620 -2.885 -0.31
F -6.559 -1.143 5.026 -0.33
F -0.337 -1.559 -3.971 -0.13
F 0.071 1.121 -4.911 -0.05
F -0.342 8.228 3.209 -0.33
C -5.410 -1.547 4.466 0.45
C 2.157 -4.084 -2.398 -0.50
C 3.269 3.397 0.137 -0.17
C -1.098 -0.850 -0.886 -0.11
C 0.069 4.805 2.124 0.04
C 0.513 -4.643 -0.732 0.03
C 0.830 1.058 -6.014 0.16
C -0.663 -2.845 -4.196 0.94
C -0.301 2.266 6.203 -0.62
C 0.084 -3.550 -5.146 -0.49
C -1.664 0.307 5.684 0.07
C 0.142 -4.420 3.846 0.15
C -0.446 6.091 2.238 -0.73
C 1.240 -6.467 3.289 0.39
C 0.224 -5.782 3.944 -0.75
C -3.340 4.598 -2.500 -0.56
C -1.136 5.692 -3.812 -0.67
C -3.889 -1.657 2.617 -0.08
C -2.140 1.647 7.631 -0.73
C 5.879 2.867 -0.630 -0.46
C 1.858 2.141 -7.865 -0.52
C -0.167 -4.895 -5.338 -0.47
C 1.728 -6.370 -1.907 0.31
C -0.224 0.903 1.095 -0.15
C 1.361 -0.169 -6.388 0.06
C -4.506 -2.267 5.240 -0.53
C 2.104 -5.844 2.415 -0.66
C 1.679 5.281 3.832 -0.68
C -2.208 3.805 -2.725 -0.10
C 5.587 4.079 -0.008 -0.50
C -5.106 -1.249 3.158 -0.73
C 1.018 -3.734 3.002 -0.64
C 1.047 2.200 -6.747 -0.34
C -1.067 2.492 7.349 -0.40
C -2.268 6.460 -3.585 -0.35
C 2.437 -5.429 -2.631 -0.58
C -1.605 -3.498 -3.439 -0.53
C -3.368 5.892 -2.979 0.22
C -0.315 1.342 -0.232 -0.56
C -1.158 4.355 -3.433 -0.25
C 0.766 -5.979 -1.002 -0.76
C -1.900 -4.832 -3.728 -0.57
C -0.740 0.445 -1.211 -0.58
C 2.411 0.929 -8.242 -0.49
C 1.088 4.374 2.964 -0.45
C 3.537 2.242 -0.572 -0.50
C -0.526 -0.412 1.432 0.19
C -2.400 0.548 6.818 -0.19
C 1.231 -3.687 -1.445 -0.48
C -1.269 -5.510 -4.745 -0.80
C -2.969 -2.398 3.355 -0.24
C 0.136 6.982 3.123 0.46
C 4.857 1.993 -0.948 0.26
C -3.332 -2.719 4.670 -0.25
C 1.943 -4.464 2.262 -0.18
C -0.637 1.191 5.406 0.29
C 1.219 6.599 3.877 -0.53
C -0.941 -1.260 0.415 -0.10
C 2.130 -0.253 -7.547 -0.39
C 4.284 4.313 0.396 -0.46
H 0.422 -5.465 -6.047 0.40
H 3.150 -5.724 -3.388 0.45
H 2.644 -3.294 -2.955 0.51
H 0.526 2.885 5.883 0.42
H 6.306 4.836 0.269 0.36
H -2.617 1.782 8.592 0.34
H -2.251 7.477 -3.958 0.40
H -0.935 0.739 -2.236 0.54
H 1.426 3.348 3.037 0.62
H -0.784 3.248 8.067 0.38
H -0.281 3.746 -3.626 0.45
H -4.255 4.205 -2.072 0.44
H 0.628 3.129 -6.377 0.46
H 1.637 7.291 4.600 0.42
H -2.692 -5.344 -3.193 0.37
H -1.217 6.408 1.548 0.47
H 0.272 1.529 1.825 0.35
H -0.475 -6.429 4.464 0.43
H -1.370 -1.603 -1.615 -0.20
H -2.139 2.793 -2.354 0.34
H 2.830 -6.420 1.862 0.49
H -0.261 6.067 -4.322 0.40
H 2.063 3.047 -8.417 0.37
H 2.454 5.019 4.538 0.45
H -1.884 -0.518 5.021 0.25
H -0.186 -4.389 0.050 0.47
H 4.045 5.258 0.869 0.41
H -0.123 2.358 -0.551 0.58
H -3.265 -0.068 7.036 0.34
H -1.525 -6.526 -5.006 0.38
H 2.526 -1.194 -7.894 0.40
H 2.965 0.917 -9.173 0.33
H 1.027 -2.652 -1.198 0.46
H -2.074 -2.954 -2.629 0.62
H 2.250 3.546 0.469 0.36
H 0.220 -6.743 -0.457 0.46
H 2.799 1.491 -0.826 0.57
H -2.593 -3.172 5.322 0.19
H -0.348 -0.821 2.416 0.46
H -3.595 -1.470 1.591 0.38
H 2.567 -3.914 1.570 0.40
H 0.915 -3.070 -5.647 0.35
H -2.054 -2.822 2.970 0.22
H -5.802 -0.730 2.512 0.43
H -0.594 -3.951 4.488 0.34
H 0.996 -2.661 2.888 0.43
H 6.885 2.571 -0.901 0.40
H -0.362 4.141 1.386 0.27
H -4.652 -2.433 6.300 0.44
H 1.127 -1.045 -5.797 -0.03

Table of energy above the lowest of the compared OMol25 structures with the same formula, charge and spin (kJ/mol), in record order: 1018.1 59.4 413.0 401.3 223.2 0.0 0.0 1.5
Table of E_tot (eV), in record order: -244167.970 -30029.439 -12307.829 -14419.028 -28161.872 -40387.342 -47080.818 -90204.781